6 unconnected molecules or ions with the total composition C45H63N4O17PS in a non-equilibrium geometry. Source: OMol25; level of theory: ωB97M-V/def2-TZVPD.

XYZ file:
```
131
Properties=species:S:1:pos:R:3:mulliken_charge:R:1
C 4.107 -3.288 -2.745 -0.65
O 3.345 -3.130 -1.572 -0.40
C 3.934 -2.255 -0.600 -0.32
C 2.995 -1.100 -0.302 -0.42
C 3.050 0.037 -1.335 -0.30
C 1.904 -0.094 -2.357 -0.95
C 1.483 1.146 -3.098 0.10
C 2.329 1.979 -3.823 0.88
P 4.116 1.656 -3.950 0.27
S 4.570 0.026 -4.917 -0.44
C 1.816 3.112 -4.544 1.30
C 2.648 4.022 -5.379 -0.70
C 2.625 3.853 -6.762 -0.33
C 3.412 4.692 -7.544 -0.49
N 4.186 5.663 -7.066 -0.60
C 4.181 5.817 -5.743 -0.38
C 3.451 5.031 -4.860 -0.36
C 0.466 3.377 -4.504 -0.55
C -0.431 2.564 -3.783 -0.22
N -1.765 2.877 -3.819 -0.30
C -2.536 2.062 -3.156 0.26
C -4.016 2.315 -3.163 0.24
C -4.499 2.962 -1.862 -0.81
C -5.911 3.531 -2.005 -0.06
C -7.040 2.511 -2.118 -1.28
N -7.108 1.860 -3.432 0.45
C -7.839 2.658 -4.415 -1.09
C -7.689 0.556 -3.344 0.55
C -7.063 -0.467 -4.252 -1.11
O -8.585 0.297 -2.602 -0.57
C -2.029 0.953 -2.427 -0.93
N -0.770 0.650 -2.383 -0.37
C 0.080 1.461 -3.088 -0.45
H 4.902 -4.028 -2.622 0.30
H 3.462 -3.651 -3.542 0.25
H 4.523 -2.342 -3.088 0.21
H 4.026 -2.837 0.315 -0.17
H 4.908 -1.915 -0.950 0.45
H 3.221 -0.724 0.690 -0.14
H 1.999 -1.531 -0.252 0.42
H 3.034 1.000 -0.834 0.59
H 3.984 -0.109 -1.872 0.00
H 2.230 -0.814 -3.111 0.21
H 1.057 -0.544 -1.864 0.70
H 4.609 1.707 -2.640 0.10
H 4.658 2.804 -4.530 0.10
H 2.020 3.066 -7.180 0.50
H 3.408 4.555 -8.618 0.39
H 4.811 6.597 -5.336 0.39
H 3.474 5.183 -3.792 0.49
H 0.073 4.229 -5.040 0.68
H -4.219 2.979 -4.000 0.33
H -4.516 1.375 -3.383 -0.30
H -4.457 2.217 -1.069 0.31
H -3.840 3.806 -1.663 0.48
H -6.127 4.140 -1.130 0.38
H -5.925 4.151 -2.901 0.01
H -6.988 1.782 -1.315 0.47
H -7.979 3.052 -1.953 0.38
H -8.159 2.014 -5.230 0.38
H -8.707 3.160 -3.980 0.38
H -7.194 3.410 -4.865 0.22
H -7.504 -0.393 -5.242 0.28
H -7.213 -1.461 -3.852 0.37
H -6.002 -0.252 -4.313 0.25
H -2.715 0.321 -1.879 0.57
C 3.942 0.159 5.060 -1.07
C 2.729 0.806 4.442 0.50
C 1.415 0.153 4.804 -0.15
O 0.616 0.393 3.633 -0.37
C 1.459 0.530 2.583 0.67
O 1.128 0.525 1.441 -0.52
O 2.736 0.652 3.007 -0.32
H 4.136 -0.807 4.591 0.11
H 4.831 0.772 4.906 0.39
H 3.803 0.018 6.131 0.31
H 2.704 1.876 4.664 0.23
H 0.951 0.593 5.680 0.00
H 1.507 -0.926 4.949 0.24
C 4.530 -7.353 2.898 -1.55
C 3.904 -6.015 3.216 1.02
C 3.139 -5.390 2.070 -0.55
O 3.304 -3.990 2.321 -0.20
C 4.451 -3.826 3.025 0.61
O 4.971 -2.775 3.215 -0.57
O 4.917 -5.016 3.463 -0.40
H 5.374 -7.232 2.218 0.42
H 4.908 -7.825 3.804 0.35
H 3.798 -8.022 2.442 0.34
H 3.276 -6.090 4.106 -0.08
H 2.084 -5.652 2.070 0.34
H 3.569 -5.622 1.092 0.31
C -1.362 7.288 -4.492 -1.69
C -2.665 6.601 -4.164 1.35
C -3.757 6.785 -5.195 -0.50
O -4.947 6.723 -4.400 -0.35
C -4.623 7.110 -3.140 0.59
O -5.411 7.339 -2.282 -0.54
O -3.279 7.179 -2.994 -0.40
H -1.464 8.369 -4.392 0.42
H -0.576 6.972 -3.806 0.36
H -1.045 7.050 -5.507 0.38
H -2.496 5.538 -3.963 -0.25
H -3.766 6.001 -5.949 0.32
H -3.713 7.760 -5.688 0.32
C 1.335 -10.966 5.254 -1.40
C 0.699 -9.627 5.539 0.47
C -0.057 -9.024 4.374 -0.47
O 0.096 -7.617 4.602 -0.32
C 1.228 -7.436 5.321 0.73
O 1.746 -6.382 5.510 -0.63
O 1.697 -8.617 5.781 -0.34
H 2.185 -10.849 4.582 0.33
H 1.707 -11.419 6.172 0.35
H 0.613 -11.648 4.804 0.37
H 0.063 -9.686 6.426 0.27
H -1.110 -9.292 4.362 0.31
H 0.390 -9.274 3.408 0.30
C -2.393 -0.360 8.352 -1.40
C -1.046 -0.281 9.030 0.47
C -0.800 0.996 9.806 -0.50
O 0.620 1.154 9.698 -0.34
C 1.022 0.524 8.572 0.62
O 2.102 0.624 8.086 -0.49
O 0.021 -0.235 8.065 -0.28
H -2.435 0.327 7.506 0.35
H -2.571 -1.362 7.964 0.35
H -3.192 -0.116 9.051 0.37
H -0.885 -1.157 9.663 0.24
H -1.094 0.924 10.850 0.32
H -1.286 1.863 9.353 0.31
```

Output
- E_HOMO: -8.4 eV
- HOMO-LUMO gap: 8.1 eV
- E_tot: -108580.349 eV


C4H4N2O in the gas phase in a non-equilibrium geometry. Source: OMol25; level of theory: ωB97M-V/def2-TZVPD.

XYZ file:
```
11
Properties=species:S:1:pos:R:3:nbo_charge:R:1
C -1.087 -0.385 1.233 0.13
O -0.388 -0.248 2.408 -0.32
N 1.012 -0.037 1.737 -0.15
C 0.812 0.064 0.428 0.14
C -0.576 -0.242 0.055 -0.06
N -0.476 0.345 -1.242 -0.59
C 1.019 0.312 -1.215 -0.16
H -2.171 -0.342 1.528 0.19
H -1.037 -0.351 -1.914 0.38
H 1.471 1.339 -1.292 0.23
H 1.421 -0.455 -1.726 0.21
```

Output
- E_HOMO: -9.0 eV
- HOMO-LUMO gap: 9.6 eV
- Energy above the lowest of the compared OMol25 structures with the same formula, charge and spin: 6.265 eV
- E_tot: -9234.223 eV


A molecular structure, C17H33NO2P2W in a non-equilibrium geometry. Source: OMol25; level of theory: ωB97M-V/def2-TZVPD.

XYZ file:
```
56
Properties=species:S:1:pos:R:3:nbo_charge:R:1
W -0.161 -0.050 -0.114 0.77
P -2.054 0.796 -1.493 1.11
P 1.757 -0.891 1.259 0.95
N 0.841 1.380 -0.546 -0.79
H -1.724 -0.647 -0.295 -0.31
C -2.905 2.085 -0.587 -0.96
H -3.729 2.449 -1.212 0.23
H -2.219 2.913 -0.369 0.27
H -3.306 1.706 0.363 0.26
C -3.188 -0.511 -2.024 -0.96
H -3.997 -0.025 -2.577 0.23
H -3.605 -1.033 -1.153 0.26
H -2.669 -1.244 -2.654 0.26
C -1.190 1.451 -2.916 -0.97
H -1.958 1.698 -3.662 0.21
H -0.485 0.717 -3.333 0.27
H -0.638 2.360 -2.639 0.27
C 2.117 -0.315 2.938 -0.95
H 3.008 -0.841 3.328 0.23
H 1.248 -0.547 3.569 0.27
H 2.304 0.766 2.939 0.25
C 1.756 -2.684 1.490 -0.97
H 2.671 -2.914 2.061 0.23
H 1.773 -3.222 0.534 0.24
H 0.873 -2.970 2.081 0.27
C 3.266 -0.573 0.289 -0.94
H 4.114 -1.104 0.743 0.23
H 3.487 0.499 0.262 0.26
H 3.150 -0.912 -0.748 0.27
C 1.777 2.188 -1.109 0.11
C 2.851 4.317 -1.296 -0.19
C 1.985 3.489 -0.606 -0.26
C 2.462 1.696 -2.251 -0.28
C 3.344 2.545 -2.904 -0.15
C 3.519 3.862 -2.445 -0.28
H 2.989 5.326 -0.920 0.21
H 1.413 3.764 0.284 0.22
H 2.272 0.671 -2.610 0.25
H 3.881 2.185 -3.782 0.20
H 4.176 4.551 -2.985 0.21
C -1.872 -1.776 3.000 0.62
O -0.841 -2.161 3.551 -0.58
C -2.350 -0.341 3.048 -0.74
H -3.453 -0.274 3.046 0.22
H -1.932 0.169 2.151 0.26
H -1.978 0.243 3.895 0.23
C -2.650 -2.691 2.063 -0.73
H -2.852 -3.680 2.503 0.24
H -1.996 -2.835 1.188 0.25
H -3.586 -2.225 1.721 0.22
C -0.399 -2.736 -1.263 -0.76
C 0.358 -1.483 -1.549 0.21
O 1.198 -1.303 -2.470 -0.63
H -0.129 -3.140 -0.274 0.23
H -0.135 -3.487 -2.029 0.21
H -1.492 -2.577 -1.328 0.24
```

Output
- E_HOMO (spin up / spin down): -5.8 / -6.3 eV
- HOMO-LUMO gap (spin up / spin down): 6.0 / 5.9 eV
- 2S+1: 3
- E_tot: -44148.867 eV


A molecular structure, C18H28Cl2N3OP2Y in a non-equilibrium geometry. Source: OMol25; level of theory: ωB97M-V/def2-TZVPD.

XYZ file:
```
55
Properties=species:S:1:pos:R:3:nbo_charge:R:1
C -4.155 4.302 -1.178 -0.76
C -3.097 3.289 -1.011 0.64
H -4.566 4.732 -0.260 0.29
H -4.993 3.859 -1.740 0.30
H -3.751 5.120 -1.797 0.30
O -2.493 2.853 -0.013 -0.59
Cl -2.595 2.548 -2.582 0.05
Y -0.903 1.165 -0.856 1.71
P -2.968 -0.693 -0.482 0.71
C -3.335 -1.692 1.016 -0.91
C -4.592 0.058 -0.856 -0.93
H -5.358 -0.732 -0.867 0.27
H -3.916 -2.489 -1.807 0.26
H -4.564 0.554 -1.838 0.24
H -2.663 -1.576 -2.715 0.26
H -3.644 -1.032 1.842 0.26
H -4.847 0.810 -0.095 0.24
C -2.929 -2.010 -1.744 -0.92
H -4.144 -2.412 0.800 0.26
H -2.173 -2.767 -1.497 0.25
H -2.433 -2.243 1.331 0.25
P 0.980 3.303 -0.763 0.70
C 2.035 3.737 0.678 -0.92
C 2.083 3.237 -2.217 -0.92
H -0.523 4.858 -1.887 0.23
H 1.015 5.634 -1.409 0.26
H -0.260 5.310 -0.180 0.25
C 0.227 4.932 -1.089 -0.92
H 1.462 3.114 -3.113 0.26
H 2.648 4.174 -2.300 0.26
H 2.853 4.413 0.387 0.27
H 2.458 2.838 1.149 0.24
H 2.768 2.381 -2.160 0.26
H 1.398 4.240 1.421 0.26
Cl -0.159 0.313 -3.059 -0.57
N 5.209 -7.534 3.264 -0.21
C 4.603 -6.592 2.903 0.24
C 3.870 -5.426 2.488 -0.15
C 2.820 -5.531 1.575 -0.12
C 2.084 -4.411 1.168 -0.24
C 2.460 -3.153 1.636 0.20
C 3.527 -3.016 2.543 -0.25
C 4.221 -4.160 2.958 -0.11
N 1.936 -1.990 1.026 -0.33
C 2.625 -0.781 0.974 -0.03
C 1.792 0.112 0.366 -0.10
N 0.608 -0.517 0.007 -0.64
C 0.773 -1.811 0.339 0.24
H 2.578 -6.492 1.138 0.25
H 1.299 -4.489 0.424 0.22
H 3.848 -2.046 2.901 0.23
H 5.068 -4.067 3.636 0.25
H 3.647 -0.723 1.309 0.25
H 2.019 1.163 0.167 0.22
H 0.149 -2.665 0.071 0.23
```

Output
- E_HOMO: -14.0 eV
- HOMO-LUMO gap: 7.0 eV
- Total charge: +2
- E_tot: -70293.487 eV


A gas-phase ion, C3H9NS2 (charge -1) in a non-equilibrium geometry. Source: OMol25; level of theory: ωB97M-V/def2-TZVPD.

XYZ file:
```
15
Properties=species:S:1:pos:R:3:nbo_charge:R:1
S -0.086 -3.499 1.398 -0.63
S -0.595 -2.193 -0.173 -0.26
C 0.900 -1.176 -0.403 -0.54
C 0.556 0.285 -0.091 -0.23
N -0.443 0.899 -0.950 -0.65
C -0.806 2.229 -0.446 -0.41
H -0.142 -2.670 2.419 0.08
H 1.341 -1.430 -1.350 0.21
H 1.546 -1.411 0.453 0.21
H 0.290 0.363 0.961 0.16
H 1.545 0.784 -0.115 0.17
H -1.253 0.185 -0.796 0.37
H 0.044 2.910 -0.455 0.19
H -1.637 2.619 -1.034 0.19
H -1.260 2.107 0.583 0.16
```

Output
- E_HOMO (spin up / spin down): 0.3 / -4.1 eV
- HOMO-LUMO gap (spin up / spin down): 3.3 / 7.7 eV
- Total charge: -1
- Energy above the lowest of the compared OMol25 structures with the same formula, charge and spin: 1.340 eV
- 2S+1: 2
- E_tot: -26416.408 eV


A molecular structure, CHF3NO5S2Sc in a non-equilibrium geometry. Source: OMol25; level of theory: ωB97M-V/def2-TZVPD.

XYZ file:
```
14
Properties=species:S:1:pos:R:3:nbo_charge:R:1
N 0.854 -1.020 0.505 -1.03
S 2.237 -0.413 0.038 2.37
O 2.672 -0.841 -1.269 -0.66
O 3.032 0.330 0.979 -0.76
S -0.432 0.031 0.519 2.00
O 1.039 1.275 0.138 -1.11
O -0.962 1.086 1.470 -0.96
C -1.378 0.016 -1.136 0.87
F -0.841 0.869 -1.969 -0.27
F -1.327 -1.196 -1.644 -0.24
F -2.627 0.348 -0.894 -0.25
Sc 0.355 2.688 1.363 2.30
O -1.435 -1.147 1.117 -0.81
H -1.188 -2.024 0.784 0.54
```

Output
- E_HOMO: -19.4 eV
- HOMO-LUMO gap: 7.7 eV
- Total charge: +2
- E_tot: -63279.969 eV